65
Properties=species:S:1:pos:R:3:lowdin_charge:R:1 method="wB97M-V/def2-TZVPD" charge=-1 spin_multiplicity=1 homo_energy_ev=-3.75
Cu 0.350 0.171 0.552 0.316
C -3.751 -0.112 1.945 -0.096
C -3.865 -1.378 2.503 -0.073
C -2.736 -2.149 2.630 -0.025
C -1.497 -1.655 2.209 -0.318
N -1.389 -0.438 1.663 0.072
C -2.501 0.294 1.534 -0.170
N -0.431 -2.545 2.429 0.173
C 0.801 -2.213 2.300 -0.283
N 1.335 -1.024 1.872 0.083
C 2.666 -1.039 2.007 -0.297
N 3.541 -0.096 1.789 0.142
C 3.169 1.199 1.485 -0.342
C 4.252 2.092 1.323 -0.043
C 4.024 3.418 1.050 -0.107
C 2.708 3.870 0.938 -0.088
C 1.707 2.940 1.114 -0.150
N 1.903 1.641 1.361 0.080
C 3.089 -2.387 2.501 -0.101
C 4.329 -2.920 2.784 -0.023
C 4.373 -4.238 3.232 -0.093
C 3.204 -4.978 3.398 -0.091
C 1.956 -4.422 3.128 -0.017
C 1.927 -3.121 2.672 -0.097
H -4.604 0.532 1.794 0.089
H -4.828 -1.764 2.815 0.104
H -2.764 -3.149 3.036 0.105
H -2.374 1.251 1.045 0.105
H 5.250 1.694 1.438 0.104
H 4.859 4.099 0.926 0.101
H 2.469 4.901 0.722 0.094
H 0.667 3.241 1.038 0.109
H 5.226 -2.330 2.658 0.106
H 5.327 -4.698 3.454 0.093
H 3.272 -6.003 3.742 0.094
H 1.041 -4.981 3.261 0.110
C -6.130 -1.322 -2.083 -0.257
Si -4.447 -0.474 -2.183 -0.074
C -4.681 1.174 -1.271 -0.241
C -4.236 0.036 -4.001 -0.245
Se -2.793 -1.680 -1.388 0.141
H -6.921 -0.728 -2.543 0.012
H -6.394 -1.505 -1.040 0.011
H -6.085 -2.291 -2.582 0.013
H -5.492 1.767 -1.698 0.017
H -3.767 1.769 -1.311 0.008
H -4.905 0.986 -0.219 -0.014
H -5.190 0.249 -4.489 0.011
H -3.733 -0.762 -4.548 0.011
H -3.621 0.933 -4.084 -0.004
N 4.287 2.499 -2.372 0.180
C 3.297 2.545 -3.306 -0.498
O 3.473 3.027 -4.409 0.047
C 1.969 1.973 -2.909 -0.115
C 0.861 2.200 -3.719 0.005
C -0.359 1.672 -3.346 -0.022
C -0.453 0.936 -2.171 -0.105
N 0.612 0.720 -1.386 0.024
C 1.792 1.224 -1.761 -0.069
H 5.140 2.977 -2.611 0.110
H 4.083 2.363 -1.396 0.060
H 0.988 2.779 -4.623 0.120
H -1.247 1.806 -3.947 0.099
H -1.371 0.449 -1.854 -0.003
H 2.616 0.981 -1.102 0.110

=====

86
Properties=species:S:1:pos:R:3:lowdin_charge:R:1 method="wB97M-V/def2-TZVPD" charge=-1 spin_multiplicity=1 homo_energy_ev=-5.48
C 0.374 3.271 1.433 -0.093
C -0.934 2.524 1.107 -0.403
C -1.991 3.570 0.749 -0.060
C -0.569 1.550 -0.019 -0.168
C -1.716 0.888 -0.807 -0.334
C -2.218 1.705 -1.999 -0.056
C -2.827 0.390 0.112 -0.194
O -3.916 -0.162 -0.636 -0.241
S -5.232 0.743 -0.766 0.468
O -5.673 0.562 -2.121 -0.300
O -4.899 2.092 -0.393 -0.302
N -6.144 -0.004 0.295 -0.319
S -7.475 0.744 0.743 0.494
O -8.132 1.558 -0.250 -0.323
O -7.314 1.400 2.026 -0.345
C -8.523 -0.673 1.046 -0.203
C -9.997 -0.364 1.112 -0.236
C -10.888 -1.429 0.941 -0.053
C -12.266 -1.234 1.008 -0.107
C -12.794 0.027 1.258 -0.112
C -11.914 1.091 1.452 -0.080
C -10.535 0.893 1.368 -0.037
H 0.387 3.685 2.437 0.074
H 1.227 2.612 1.279 0.059
H 0.500 4.077 0.714 0.078
H -1.198 1.975 2.007 0.131
H -1.882 3.928 -0.267 0.080
H -1.830 4.433 1.396 0.073
H -3.003 3.239 0.951 0.066
H 0.025 0.747 0.406 0.092
H 0.073 2.065 -0.737 0.111
H -1.293 -0.020 -1.245 0.120
H -2.790 2.577 -1.714 0.062
H -1.356 2.055 -2.572 0.069
H -2.790 1.054 -2.650 0.078
H -2.409 -0.445 0.673 0.131
H -3.146 1.121 0.841 0.103
H -8.350 -1.391 0.252 0.099
H -8.215 -1.122 1.985 0.107
H -10.510 -2.424 0.762 0.105
H -12.942 -2.066 0.879 0.089
H -13.858 0.196 1.302 0.087
H -12.285 2.078 1.671 0.094
H -9.885 1.738 1.525 0.098
C 6.407 0.977 3.208 -0.068
C 6.324 0.421 1.938 -0.065
C 5.623 1.076 0.940 0.007
C 5.014 2.281 1.232 -0.145
C 5.079 2.848 2.491 -0.004
C 5.783 2.187 3.484 -0.069
N 4.275 2.981 0.170 -0.351
O 4.212 2.445 -0.917 0.073
O 3.755 4.041 0.449 0.075
H 6.959 0.465 3.985 0.105
H 6.805 -0.520 1.723 0.077
H 5.552 0.648 -0.049 0.120
H 4.589 3.787 2.698 0.119
H 5.845 2.616 4.474 0.105
C 2.027 -0.941 -5.107 -0.072
C 1.368 -0.107 -4.215 -0.051
C 1.442 -0.350 -2.854 0.015
C 2.182 -1.430 -2.410 -0.141
C 2.840 -2.276 -3.282 -0.010
C 2.759 -2.026 -4.642 -0.073
N 2.272 -1.674 -0.962 -0.346
O 1.663 -0.915 -0.243 0.081
O 2.947 -2.612 -0.580 0.065
H 1.970 -0.746 -6.170 0.105
H 0.796 0.736 -4.578 0.111
H 0.930 0.295 -2.154 0.102
H 3.408 -3.117 -2.912 0.115
H 3.269 -2.677 -5.339 0.104
C 8.571 -5.966 0.371 -0.071
C 9.801 -5.556 -0.125 -0.068
C 10.067 -4.207 -0.294 -0.006
C 9.091 -3.288 0.043 -0.144
C 7.858 -3.678 0.533 0.003
C 7.600 -5.029 0.696 -0.059
N 9.376 -1.853 -0.117 -0.344
O 10.454 -1.538 -0.572 0.086
O 8.510 -1.070 0.220 0.065
H 8.368 -7.020 0.505 0.107
H 10.556 -6.287 -0.380 0.107
H 11.021 -3.880 -0.680 0.118
H 7.106 -2.945 0.785 0.115
H 6.641 -5.349 1.078 0.111

=====

89
Properties=species:S:1:pos:R:3:lowdin_charge:R:1 method="wB97M-V/def2-TZVPD" charge=0 smiles="C[C@H]1COC(=O)O1.C[C@H]1COC(=O)O1.C[C@H]1COC(=O)O1.C[C@H]1COC(=O)O1.C[C@H]1COC(=O)O1.CO.CO.CO.CO" spin_multiplicity=1 homo_energy_ev=-10.25
C -2.288 0.027 -2.598 -0.042
C -3.430 0.168 -3.562 -0.298
C -4.833 0.083 -2.922 -0.085
O -5.456 1.311 -3.261 0.067
C -4.614 2.092 -3.986 -0.561
O -4.905 3.154 -4.420 0.178
O -3.409 1.499 -4.112 0.084
H -1.322 0.286 -3.036 0.089
H -2.163 -0.998 -2.237 0.076
H -2.397 0.667 -1.718 0.080
H -3.351 -0.526 -4.400 0.143
H -4.748 0.026 -1.836 0.126
H -5.401 -0.760 -3.308 0.133
C 2.155 3.036 1.260 -0.029
C 2.574 4.071 0.245 -0.305
C 1.395 4.750 -0.463 -0.096
O 1.725 6.130 -0.451 0.072
C 2.742 6.349 0.416 -0.557
O 3.177 7.414 0.695 0.177
O 3.193 5.176 0.922 0.088
H 3.016 2.651 1.807 0.094
H 1.603 2.222 0.784 0.068
H 1.489 3.474 2.007 0.094
H 3.276 3.643 -0.473 0.151
H 0.461 4.568 0.076 0.121
H 1.262 4.412 -1.490 0.134
C 2.220 -0.561 -1.125 -0.016
C 3.343 -0.891 -2.079 -0.299
C 4.573 -1.552 -1.456 -0.079
O 4.996 -2.469 -2.459 0.081
C 3.953 -2.753 -3.264 -0.555
O 3.933 -3.624 -4.071 0.166
O 2.920 -1.905 -3.017 0.064
H 1.898 -1.414 -0.525 0.072
H 1.354 -0.230 -1.699 0.085
H 2.547 0.201 -0.416 0.086
H 3.605 0.009 -2.641 0.155
H 4.290 -2.072 -0.537 0.125
H 5.369 -0.846 -1.236 0.139
C 1.993 0.161 4.998 -0.016
C 1.086 1.101 4.219 -0.313
C -0.400 0.779 4.384 -0.086
O -1.001 2.049 4.625 0.058
C -0.044 2.935 4.987 -0.557
O -0.248 4.019 5.421 0.173
O 1.188 2.416 4.768 0.080
H 3.037 0.430 4.819 0.087
H 1.824 -0.896 4.813 0.078
H 1.863 0.365 6.067 0.095
H 1.391 1.084 3.172 0.123
H -0.608 0.097 5.210 0.139
H -0.823 0.354 3.476 0.101
C -0.514 -2.425 -4.384 -0.016
C -0.553 -3.676 -3.549 -0.296
C 0.633 -4.625 -3.734 -0.057
O 0.997 -4.982 -2.388 0.092
C 0.363 -4.197 -1.516 -0.554
O 0.501 -4.214 -0.333 0.148
O -0.477 -3.344 -2.149 0.067
H -0.242 -2.658 -5.418 0.100
H 0.240 -1.722 -4.028 0.086
H -1.477 -1.925 -4.451 0.058
H -1.506 -4.185 -3.716 0.154
H 1.488 -4.138 -4.207 0.116
H 0.390 -5.535 -4.275 0.139
C -0.864 -1.042 0.818 -0.124
O 0.040 -0.023 1.223 -0.154
H -0.514 -2.046 1.059 0.070
H -1.808 -0.959 1.374 0.073
H -1.026 -0.979 -0.260 0.059
H -0.425 0.825 1.147 0.025
C -4.486 -1.200 3.170 -0.149
O -4.869 0.175 3.085 -0.124
H -4.637 -1.721 2.225 0.077
H -3.447 -1.267 3.488 0.065
H -5.104 -1.694 3.924 0.077
H -5.313 0.313 2.246 0.067
C 2.272 -2.729 2.181 -0.160
O 1.582 -3.935 2.444 -0.114
H 3.027 -2.901 1.401 0.069
H 1.559 -1.976 1.834 0.050
H 2.810 -2.346 3.045 0.072
H 1.154 -4.170 1.613 0.031
C -2.540 2.127 1.528 -0.120
O -1.245 2.543 1.080 -0.132
H -3.031 1.427 0.840 0.071
H -2.426 1.620 2.480 0.064
H -3.212 2.980 1.639 0.095
H -1.351 2.893 0.190 0.084

=====

13
Properties=species:S:1:pos:R:3:lowdin_charge:R:1 method="wB97M-V/def2-TZVPD" charge=-2 spin_multiplicity=1 homo_energy_ev="0.63 / 0.63"
C 1.189 1.190 -0.322 -0.229
C 0.291 0.371 0.288 -0.258
C -1.507 -0.716 -1.063 -0.309
O 0.345 -1.700 2.241 -0.313
O 2.454 -0.093 2.019 -0.445
O 0.352 0.862 3.015 -0.447
O -1.214 -0.662 -2.275 -0.218
P 0.976 0.012 1.975 0.226
H 2.179 1.562 -0.206 -0.010
H 0.868 1.405 -1.377 -0.006
H -1.300 -1.586 -0.404 0.036
H -2.373 -0.062 -0.829 0.045
H 0.390 -2.058 1.389 -0.071

=====

| no. | energy (a.u.) |
| --- | --- |
| 1 | -5835.238293 |
| 2 | -3084.402149 |
| 3 | -2371.677008 |
| 4 | -759.569867 |